The molecule C4H2N2O, computed with ωB97M-V/def2-TZVPD.

```
9
Properties=species:S:1:pos:R:3:nbo_charge:R:1
N -3.09740 -0.13535 -0.06846 -0.282
C -1.95934 -0.28321 0.03477 0.265
C -0.55471 -0.15121 0.02904 -0.096
C 0.09397 0.96056 0.14096 0.150
O 1.36575 0.59394 -0.11440 -0.460
C 1.40047 -0.85182 0.03751 0.335
N 0.28113 -1.27836 0.01342 -0.403
H -0.06820 2.10626 -0.00536 0.250
H 2.53834 -0.96081 -0.06748 0.240
```

Calculated values
- SMILES = N#Cc1cocn1
- strongest force on any atom (eV/Å) = 9.09
- multiplicity = 1
- lowest unoccupied orbital energy (eV) = 0.5579
- Kohn-Sham gap (eV) = 10.824
- energy above the lowest of the compared OMol25 structures with the same formula, charge and spin (kcal/mol) = 30.3
- charge = 0
- E_tot (Ha) = -338.29311
- molecular weight (g mol⁻¹) = 94.073